Computed, not measured: a cluster of 2 separate species, C4H9NO in total at a distorted geometry, with ωB97M-V with the def2-TZVPD basis set.

Atoms and positions in Å:
N: 0.4693 0.5804 1.9869
C: -0.4277 -0.2299 1.3120
C: -0.4409 -0.4767 -0.0242
C: -0.9096 -1.7362 -0.5399
C: -1.0272 -2.0684 -1.8372
H: 0.1103 1.0878 2.7830
H: 1.1638 0.9984 1.3849
H: -0.9565 -0.9431 1.9290
H: 0.0097 0.2099 -0.7170
H: -1.4754 -2.4216 0.1033
H: -1.3586 -3.0336 -2.1696
H: -0.6699 -1.4436 -2.6563
H: 1.3431 3.6551 -0.1449
H: 2.5676 2.9849 -0.7920
O: 1.6022 2.8367 -0.6180

Output
ΔE to the lowest compared entry with this formula, charge and spin, eV: 0.8234
LUMO (spin up / spin down), eV: 3.7 / 3.6
HOMO-LUMO gap (spin up / spin down), eV: 2.680 / 8.156
Molar mass, Da: 87.12
Energy, eV: -7829.122
Charge: -1
Max |F|, eV/A: 2.21
Multiplicity: 2
HOMO level (spin up / spin down), Eh: 0.0359 / -0.1675